This record from the Open Molecules 2025 dataset describes a single C4H9NO2S molecule at a distorted geometry. The level of theory is ωB97M-V/def2-TZVPD.

Calculated values
**Net charge**: 0
**Multiplicity**: 1
**Max |F|**: 1.73 eV Å⁻¹
**Relative energy (zero: lowest compared OMol25 entry of this formula, charge and spin)**: 0.986 eV
**E_tot**: -761.22720 Ha
**E_LUMO**: 0.691 eV
**SMILES**: CN[C@@H](CS)C(=O)O
**Highest occupied orbital energy**: -9.07 eV

The geometry in XYZ format:
```
17
C4H9NO2S (ωB97M-V/def2-TZVPD)
C -1.159 -1.463 1.325
N -0.511 -0.184 1.030
C -0.126 0.118 -0.323
C 0.237 1.621 -0.431
S -0.787 2.349 -1.774
C 0.939 -0.823 -0.809
O 0.813 -1.848 -1.418
O 2.158 -0.475 -0.289
H -1.837 -1.425 2.171
H -1.681 -1.732 0.397
H -0.469 -2.298 1.460
H 0.220 -0.058 1.701
H -1.043 -0.058 -0.896
H 1.283 1.717 -0.702
H -0.008 2.090 0.509
H -0.774 3.656 -1.441
H 2.742 -1.188 -0.510
```